Entry from the OMol25 dataset: a structure of composition C32H44F3GeN5O5SScSi3 at a distorted geometry (ωB97M-V/def2-TZVPD).

Geometry as XYZ:
```
95
C32H44F3GeN5O5SScSi3 (ωB97M-V/def2-TZVPD)
Sc 0.000 0.000 0.000
C -7.735 1.018 -5.151
O -7.163 1.171 -3.904
C -6.434 2.241 -3.493
C -5.938 2.243 -2.185
C -5.185 3.320 -1.708
C -4.904 4.420 -2.545
C -5.416 4.422 -3.849
C -6.169 3.345 -4.325
N -4.160 5.563 -2.122
N -3.290 5.610 -1.210
C -2.637 4.498 -0.609
C -2.579 4.454 0.797
C -1.956 3.392 1.465
C -1.370 2.361 0.733
O -0.765 1.324 1.335
C -1.402 2.407 -0.673
N -0.787 1.362 -1.373
C -0.736 1.300 -2.671
C -1.350 2.392 -3.471
C -1.957 3.422 -2.849
C -2.020 3.462 -1.359
H -8.265 0.045 -5.190
H -6.950 1.026 -5.937
H -8.470 1.830 -5.337
H -6.142 1.406 -1.529
H -4.844 3.283 -0.685
H -5.225 5.264 -4.503
H -6.542 3.384 -5.340
H -3.033 5.248 1.378
H -1.933 3.374 2.547
H -0.244 0.468 -3.165
H -1.301 2.361 -4.554
H -2.382 4.215 -3.452
N -2.830 -4.955 4.884
C -2.393 -4.187 4.131
C -1.854 -3.239 3.202
C -1.359 -3.669 1.972
C -0.849 -2.715 1.110
N -0.806 -1.396 1.396
C -1.293 -1.008 2.594
C -1.823 -1.883 3.525
H -1.367 -4.716 1.688
H -0.449 -2.991 0.138
H -1.243 0.060 2.791
H -2.200 -1.513 4.473
F -3.054 -0.249 -3.155
C -3.255 -1.338 -2.346
F -4.591 -1.330 -2.036
F -3.065 -2.436 -3.146
S -2.155 -1.337 -0.834
O -2.488 -0.106 -0.105
O -2.504 -2.557 -0.093
O -0.779 -1.348 -1.348
C 0.652 -2.758 3.330
Si 2.242 -2.196 2.530
C 2.572 -3.354 1.105
C 3.630 -2.343 3.768
Ge 2.044 0.000 1.772
Si 3.923 0.714 0.591
C 5.420 0.766 1.703
C 4.270 -0.430 -0.842
C 3.639 2.413 -0.126
Si 1.432 1.482 3.464
C -0.166 0.941 4.263
C 2.762 1.578 4.770
C 1.140 3.188 2.768
H 0.756 -3.818 3.639
H -0.182 -2.664 2.606
H 0.444 -2.148 4.227
H 2.615 -4.395 1.484
H 3.541 -3.109 0.635
H 1.756 -3.266 0.358
H 3.704 -3.395 4.113
H 3.426 -1.687 4.636
H 4.586 -2.047 3.292
H 5.620 -0.247 2.106
H 5.240 1.471 2.538
H 6.299 1.107 1.119
H 4.515 -1.440 -0.469
H 5.137 -0.043 -1.414
H 3.381 -0.476 -1.504
H 3.497 3.148 0.686
H 2.744 2.395 -0.782
H 4.527 2.710 -0.721
H -0.031 -0.039 4.754
H -0.961 0.871 3.493
H -0.459 1.685 5.030
H 2.917 0.576 5.217
H 2.447 2.288 5.562
H 3.706 1.933 4.314
H 0.358 3.141 1.982
H 2.078 3.588 2.342
H 0.805 3.862 3.583
H 1.406 0.000 -1.219
```

Computed properties:
gap between HOMO and LUMO (alpha / beta): 0.250 / 0.209 Ha
HOMO energy (alpha / beta): -7.672 / -7.696 eV
net charge: 0
relative energy (zero: lowest compared OMol25 entry of this formula, charge and spin): 0.0 kcal per mole
calculated total energy: -6299.553049 Ha
multiplicity: 2

These are the Löwdin partial charges, in e, on atoms 1 to 8: 0.61, -0.11, -0.09, -0.26, 0.02, 0.00, -0.28, -0.02

***

Entry from the OMol25 dataset: the molecule C6H7NO2 at a distorted geometry (ωB97M-V/def2-TZVPD).

Geometry as XYZ:
```
16
C6H7NO2 (ωB97M-V/def2-TZVPD)
C -2.419 2.240 -0.135
C -1.600 1.349 -0.020
C -0.679 0.288 0.236
C -0.975 -0.994 -0.136
N -0.007 -1.920 -0.344
C 0.659 0.575 0.874
C 1.801 -0.255 0.298
O 2.659 -0.776 0.974
O 2.022 -0.167 -1.145
H -3.166 3.012 -0.165
H -1.938 -1.218 -0.597
H -0.097 -2.853 0.028
H 0.807 -1.728 -1.081
H 0.644 0.378 1.958
H 0.939 1.631 0.757
H 1.352 0.438 -1.503
```

Computed properties:
SMILES: C#C/C(=C/N)CC(=O)O
gap between HOMO and LUMO: 0.331 Ha
HOMO energy: -8.621 eV
net charge: 0
relative energy (zero: lowest compared OMol25 entry of this formula, charge and spin): 64.0 kcal per mole
calculated total energy: -437.965800 Ha

These are the natural (NBO) partial charges, in e, on atoms 1 to 8: -0.21, -0.05, -0.16, 0.07, -0.89, -0.55, 0.81, -0.55

***

Entry from the OMol25 dataset: a cluster of 4 separate species, C4H7NO in total at a distorted geometry (ωB97M-V/def2-TZVPD).

Geometry as XYZ:
```
13
C4H7NO (ωB97M-V/def2-TZVPD)
C -2.254 0.182 0.023
C 0.146 0.248 -0.060
C 1.417 -0.462 0.002
C 2.572 0.162 -0.030
H -3.354 -1.436 -0.055
H -1.992 1.069 1.736
H -2.392 1.537 -1.466
H -0.890 -1.505 -0.373
H 1.450 -1.550 0.093
H 3.614 -0.397 0.134
H 2.575 1.242 -0.062
N -0.969 -0.533 0.035
O 0.076 1.443 0.023
```

Computed properties:
gap between HOMO and LUMO: 0.260 Ha
HOMO energy: -9.075 eV
net charge: 0
relative energy (zero: lowest compared OMol25 entry of this formula, charge and spin): 282.0 kcal per mole
calculated total energy: -286.182243 Ha

These are the natural (NBO) partial charges, in e, on atoms 1 to 8: -0.31, 0.60, -0.33, -0.28, 0.17, 0.21, 0.20, 0.41

***

Entry from the OMol25 dataset: the ion C4H10N2 with charge -1 at a distorted geometry (ωB97M-V/def2-TZVPD).

Geometry as XYZ:
```
16
C4H10N2 (ωB97M-V/def2-TZVPD)
C 1.088 -1.076 -1.226
C 0.824 -0.442 0.132
C -0.364 0.492 0.158
C -0.354 1.545 1.063
N -1.454 2.286 1.559
N 0.022 -2.041 -1.646
H 1.024 -0.254 -1.944
H 2.010 -1.637 -1.209
H 1.777 0.073 0.393
H 0.769 -1.231 0.889
H -0.867 0.532 -0.803
H 0.535 1.643 1.663
H -2.289 2.057 1.033
H -1.704 2.094 2.544
H -0.211 -2.567 -0.809
H -0.805 -1.474 -1.796
```

Computed properties:
gap between HOMO and LUMO (alpha / beta): 0.124 / 0.262 Ha
HOMO energy (alpha / beta): 0.952 / -2.857 eV
net charge: -1
relative energy (zero: lowest compared OMol25 entry of this formula, charge and spin): 17.8 kcal per mole
calculated total energy: -267.817595 Ha
multiplicity: 2

These are the natural (NBO) partial charges, in e, on atoms 1 to 8: -0.21, -0.44, -0.57, -0.22, -0.96, -0.85, 0.18, 0.17

***

Entry from the OMol25 dataset: a cluster of 2 separate species, C4H11NO in total at a distorted geometry (ωB97M-V/def2-TZVPD).

Geometry as XYZ:
```
17
C4H11NO (ωB97M-V/def2-TZVPD)
C 1.094 1.709 0.837
C 0.315 0.450 0.499
C -0.113 -0.391 1.565
N -0.816 -1.536 1.257
C -1.235 -1.803 -0.149
H 1.948 1.574 -0.003
H 0.749 2.697 0.471
H 1.537 1.663 1.802
H 0.193 0.348 -0.502
H 0.040 -0.019 2.526
H -1.435 -1.857 1.973
H -2.076 -1.243 -0.553
H -0.464 -1.605 -0.888
H -1.381 -2.966 -0.175
O 0.658 1.206 -3.117
H 1.034 1.881 -2.440
H -0.061 0.839 -2.587
```

Computed properties:
SMILES: C/C=C/NC.O
gap between HOMO and LUMO: 0.308 Ha
HOMO energy: -7.533 eV
net charge: 0
relative energy (zero: lowest compared OMol25 entry of this formula, charge and spin): 63.9 kcal per mole
calculated total energy: -288.915217 Ha

These are the natural (NBO) partial charges, in e, on atoms 1 to 8: -0.63, -0.32, 0.00, -0.61, -0.42, 0.18, 0.21, 0.21

***

Entry from the OMol25 dataset: the molecule C2H4O3S at a distorted geometry (ωB97M-V/def2-TZVPD).

Geometry as XYZ:
```
10
C2H4O3S (ωB97M-V/def2-TZVPD)
O 0.712 1.654 0.022
C 0.652 0.333 -0.007
O 1.868 -0.245 0.041
C -0.449 -0.469 -0.038
O -0.418 -1.853 0.064
S -2.204 0.412 0.076
H -0.144 1.970 0.054
H 2.497 0.385 0.433
H 0.442 -2.006 0.264
H -2.958 -0.181 -0.909
```

Computed properties:
SMILES: OC(O)=C(O)S
gap between HOMO and LUMO: 0.315 Ha
HOMO energy: -8.076 eV
net charge: 0
relative energy (zero: lowest compared OMol25 entry of this formula, charge and spin): 24.4 kcal per mole
calculated total energy: -702.454659 Ha

These are the natural (NBO) partial charges, in e, on atoms 1 to 8: -0.67, 0.48, -0.69, 0.06, -0.67, -0.14, 0.50, 0.50

***

Entry from the OMol25 dataset: the molecule CF2O3S at a distorted geometry (ωB97M-V/def2-TZVPD).

Geometry as XYZ:
```
7
CF2O3S (ωB97M-V/def2-TZVPD)
O -1.757 -0.451 -1.043
C -1.137 -0.118 -0.120
F -1.619 0.484 0.958
S 0.832 0.028 0.148
O 1.415 -0.510 1.322
O 1.173 1.382 -0.113
F 1.094 -0.816 -1.152
```

Computed properties:
SMILES: O=C(F)S(=O)(=O)F
gap between HOMO and LUMO: 0.447 Ha
HOMO energy: -12.364 eV
net charge: 0
relative energy (zero: lowest compared OMol25 entry of this formula, charge and spin): 41.0 kcal per mole
calculated total energy: -861.705946 Ha

Per-atom natural (NBO) charges, elementary charge units: -0.45, 0.68, -0.30, 2.25, -0.84, -0.87, -0.46

***

Entry from the OMol25 dataset: the ion C7H15N2 with charge +1 at a distorted geometry (ωB97M-V/def2-TZVPD).

Geometry as XYZ:
```
24
C7H15N2 (ωB97M-V/def2-TZVPD)
C 0.216 0.273 0.193
C 1.325 -0.384 -0.107
C -2.011 0.738 0.418
C -1.609 -0.681 0.849
C 2.162 0.122 -1.257
C 1.974 -1.512 0.652
C -0.307 2.719 0.131
N -0.643 1.262 0.063
N -1.774 -1.628 -0.268
H -2.721 0.943 -0.353
H -2.459 1.132 1.226
H -1.764 -1.141 1.820
H 1.791 1.109 -1.730
H 3.234 0.352 -0.972
H 2.303 -0.608 -1.934
H 2.929 -1.056 0.827
H 1.697 -1.859 1.619
H 2.238 -2.276 0.028
H 0.755 2.746 -0.270
H -0.940 3.357 -0.597
H -0.395 3.057 1.096
H -1.417 -0.895 -0.851
H -2.772 -1.937 -0.498
H -1.239 -2.482 -0.056
```

Computed properties:
gap between HOMO and LUMO: 0.302 Ha
HOMO energy: -11.343 eV
net charge: +1
relative energy (zero: lowest compared OMol25 entry of this formula, charge and spin): 131.5 kcal per mole
calculated total energy: -384.787273 Ha

These are the natural (NBO) partial charges, in e, on atoms 1 to 8: 0.41, -0.16, -0.27, -0.25, -0.61, -0.63, -0.41, -0.44